# 1
Here is a 2-piece molecular cluster, C12H27N3O3P overall in a non-equilibrium geometry from OMol25. Energies are from ωB97M-V with the def2-TZVPD basis set.

```
46
Properties=species:S:1:pos:R:3:forces:R:3:mulliken_charge:R:1
N 3.105 -3.864 -4.253 0.41 3.42 1.05 -0.79
P 3.071 -2.226 -4.215 2.01 -3.73 0.53 0.84
O 4.070 -1.764 -2.841 -2.27 1.82 -2.53 -0.53
O 3.742 -1.481 -5.669 -0.84 0.91 3.66 -0.50
C 1.283 -1.649 -3.850 -0.72 1.77 -0.27 0.38
C 0.075 -1.894 -4.917 -0.61 1.18 0.12 -0.67
N -1.030 -1.008 -4.304 0.19 0.19 3.70 -0.32
C -0.497 -0.026 -3.241 -1.18 0.52 1.60 0.26
O -1.136 0.592 -2.244 3.49 -3.76 -6.04 -0.56
C 1.108 0.001 -3.680 -1.52 -0.03 0.47 -0.60
H 3.746 -4.211 -3.472 -0.94 0.68 -1.56 0.25
H 4.004 -0.770 -2.729 0.33 -1.46 0.04 0.31
H 4.153 -0.579 -5.431 -0.88 -1.88 -0.58 0.34
H 0.939 -2.113 -2.822 1.10 0.65 -2.05 0.08
H -0.432 -2.944 -5.017 1.65 1.87 0.17 0.33
H 0.265 -1.396 -5.960 0.13 -1.36 1.91 0.27
H -1.722 -1.670 -3.856 0.62 1.53 -0.69 0.33
H 1.028 0.576 -4.723 0.79 -1.31 2.21 0.33
H 1.834 0.500 -2.888 -1.76 -0.96 -1.78 0.27
C -0.561 0.520 5.516 0.29 0.06 0.31 -1.17
C -1.786 1.175 4.892 -0.06 -0.29 0.08 -0.39
C -2.105 0.749 3.456 -0.02 0.49 0.01 -0.73
N -1.321 1.455 2.330 -0.29 0.28 -0.54 0.32
C -1.646 2.941 2.299 0.14 -0.62 0.11 -1.08
C 0.189 1.234 2.356 -0.15 0.03 0.16 -0.52
C 0.354 -0.172 1.830 0.21 -0.33 0.37 -0.71
C -0.642 -0.241 0.687 0.04 -0.47 -0.59 -0.12
C -1.721 0.798 0.983 -0.03 0.24 0.11 -0.59
H 0.345 1.101 5.337 0.05 -0.16 0.02 0.35
H -0.681 0.467 6.604 0.06 -0.02 -0.26 0.39
H -0.411 -0.499 5.147 0.00 0.09 0.07 0.26
H -1.729 2.262 5.003 -0.12 -0.08 -0.12 0.17
H -2.645 0.862 5.500 -0.01 0.13 -0.36 0.38
H -3.161 0.973 3.257 0.32 0.01 -0.21 0.39
H -1.977 -0.332 3.332 0.14 0.26 -0.07 0.48
H -1.275 3.403 3.217 -0.14 -0.07 -0.16 0.38
H -2.730 3.055 2.209 0.23 0.00 0.06 0.37
H -1.147 3.393 1.437 -0.12 -0.20 0.19 0.45
H 0.641 1.957 1.665 -0.28 -0.06 0.11 0.46
H 0.589 1.408 3.349 -0.15 0.04 0.01 0.23
H 0.106 -0.911 2.600 0.16 0.17 -0.02 0.24
H 1.377 -0.374 1.499 -0.14 0.10 0.14 0.48
H -1.063 -1.246 0.583 0.05 0.21 -0.01 0.41
H -0.150 0.001 -0.263 -0.27 -0.01 0.25 -0.07
H -2.724 0.368 1.075 0.21 0.26 0.09 0.20
H -1.730 1.575 0.211 -0.07 -0.12 0.28 0.39
```
Positions in Å, forces in eV/Å.

Values from the calculation:
Spin multiplicity = 1
DFT total energy = -32775.1136 eV
HOMO level = -10.8 eV
Kohn-Sham gap = 0.3083 Ha
Net charge = +1

# 2
Here is a 3-piece molecular cluster, C12H27N4O2 overall from OMol25. Energies are from ωB97M-V with the def2-TZVPD basis set.

```
45
Properties=species:S:1:pos:R:3:forces:R:3:mulliken_charge:R:1
N 2.287 -0.703 1.843 -0.05 -0.11 -0.08 -0.41
C 2.773 -0.008 0.637 -0.01 0.03 0.01 -0.76
C 1.822 1.112 0.240 0.17 0.07 0.00 -0.65
N 0.587 0.655 -0.470 -0.15 -0.01 0.28 0.19
C -0.368 1.763 -0.680 0.04 0.09 -0.15 -0.65
C -1.133 2.204 0.583 -0.04 0.07 0.02 -0.58
C -1.054 1.182 1.721 -0.11 0.02 0.11 -0.58
N -0.915 -0.188 1.194 0.91 0.24 0.03 -0.24
C -0.050 -0.390 0.193 -0.13 0.00 0.05 -0.24
N 0.156 -1.612 -0.250 0.10 -0.09 0.09 -0.17
H 2.250 -1.702 1.693 0.09 -0.01 0.01 0.23
H 2.918 -0.567 2.623 -0.09 0.10 0.00 0.24
H 3.753 0.450 0.794 -0.07 -0.08 0.03 0.46
H 2.916 -0.714 -0.185 0.01 0.12 -0.01 0.25
H 1.554 1.656 1.154 0.05 0.02 -0.10 0.34
H 2.316 1.814 -0.436 -0.07 -0.14 -0.04 0.52
H 0.206 2.591 -1.098 -0.05 -0.08 0.02 0.37
H -1.065 1.440 -1.457 0.03 0.00 0.09 0.44
H -0.755 3.156 0.959 -0.04 -0.09 -0.04 0.31
H -2.176 2.364 0.303 0.07 0.01 0.09 0.31
H -0.219 1.380 2.398 -0.04 0.02 -0.12 0.37
H -1.967 1.204 2.317 0.09 -0.05 -0.04 0.40
H -0.787 -0.879 1.927 -0.69 -0.21 -0.04 0.32
H -0.348 -2.398 0.134 0.11 -0.02 0.01 0.25
H 0.806 -1.759 -1.005 -0.06 0.05 -0.05 0.29
C 2.634 0.031 -3.311 0.02 0.00 0.02 -0.69
C 4.100 0.398 -3.254 -0.05 0.01 -0.01 0.79
O 4.706 0.299 -2.212 0.02 0.03 0.05 -0.53
C 4.742 0.891 -4.521 0.08 -0.02 0.07 -1.24
H 2.337 -0.297 -2.319 -0.12 -0.03 -0.03 -0.19
H 2.031 0.895 -3.594 0.01 -0.01 -0.06 0.29
H 2.450 -0.759 -4.042 0.03 0.04 -0.05 0.49
H 4.224 1.782 -4.881 -0.03 -0.02 -0.02 0.33
H 4.664 0.131 -5.301 -0.03 0.01 -0.02 0.33
H 5.788 1.123 -4.340 0.00 0.00 -0.01 0.34
C -6.090 -2.131 2.988 0.07 -0.01 0.10 -1.20
C -4.680 -1.694 2.698 -0.08 0.00 -0.07 0.82
O -3.797 -1.758 3.522 0.07 -0.01 0.03 -0.55
C -4.380 -1.159 1.315 0.02 -0.05 0.22 -0.39
H -6.164 -2.492 4.010 -0.01 0.00 0.00 0.32
H -6.777 -1.296 2.842 -0.01 0.00 -0.03 0.32
H -6.386 -2.922 2.297 -0.01 0.02 -0.03 0.33
H -4.989 -0.280 1.099 -0.02 -0.02 -0.02 0.34
H -4.594 -1.910 0.554 -0.02 0.01 -0.01 0.38
H -3.324 -0.902 1.319 -0.03 0.08 -0.29 -0.28
```
Positions in Å, forces in eV/Å.

Values from the calculation:
Energy above the lowest of the compared OMol25 structures with the same formula, charge and spin = 0.0 kcal/mol
Spin multiplicity = 1
DFT total energy = -22931.5889 eV
HOMO level = -12.1 eV
Kohn-Sham gap = 0.3402 Ha
Net charge = +1